[1]
A cluster of 3 separate species, C9H22ClO11P2Si in total in a non-equilibrium geometry, computed with ωB97M-V/def2-TZVPD.

## Properties
charge = -1
frontier orbital gap = 0.2050 hartree
electronic energy = -2616.3891 hartree
LUMO = 0.065 Ha

Each line ends with the natural charge from an NBO analysis.
Cartesian coordinates (Å):
O: 0.141 -0.685 -4.609  -0.521
C: -0.703 -1.509 -4.507  0.616
Cl: -2.366 -1.206 -5.223  -0.153
C: -0.438 -2.825 -3.740  -0.944
Si: 0.267 -4.257 -4.808  0.986
C: 0.930 -3.732 -6.517  0.409
O: 2.174 -3.704 -6.692  -0.753
O: 0.125 -3.443 -7.501  -0.793
H: 0.309 -2.624 -2.935  0.287
H: -1.389 -3.206 -3.280  0.252
H: 1.409 -4.829 -4.056  -0.191
H: -0.780 -5.271 -5.019  -0.197
C: -1.741 0.114 1.748  -0.250
O: -1.468 -1.216 1.328  -0.824
P: -1.889 -1.719 -0.132  2.572
O: -0.774 -1.877 -1.066  -1.087
O: -3.030 -0.715 -0.620  -0.821
C: -2.645 0.431 -1.385  -0.264
O: -2.701 -3.060 0.148  -0.802
C: -3.065 -3.412 1.480  -0.240
H: -1.167 0.825 1.151  0.183
H: -2.809 0.329 1.676  0.182
H: -1.446 0.212 2.792  0.204
H: -1.614 0.365 -1.735  0.216
H: -2.759 1.327 -0.772  0.169
H: -3.303 0.511 -2.250  0.206
H: -3.694 -2.641 1.928  0.176
H: -2.171 -3.565 2.086  0.191
H: -3.621 -4.348 1.448  0.193
C: 4.099 3.945 3.139  -0.249
O: 3.036 3.570 4.007  -0.826
P: 1.869 2.596 3.507  2.564
O: 1.933 1.238 4.051  -1.083
O: 1.894 2.680 1.913  -0.822
C: 2.678 1.724 1.190  -0.264
O: 0.534 3.382 3.878  -0.806
C: 0.598 4.735 4.320  -0.242
H: 4.706 3.076 2.882  0.186
H: 3.709 4.418 2.236  0.188
H: 4.723 4.670 3.659  0.196
H: 3.004 0.897 1.821  0.211
H: 3.554 2.221 0.771  0.177
H: 2.078 1.326 0.372  0.208
H: 1.059 5.370 3.562  0.180
H: 1.158 4.800 5.253  0.189
H: -0.417 5.085 4.505  0.193

[2]
A structure of composition C32H36F6IrN5O6PS2 in a non-equilibrium geometry, computed with ωB97M-V/def2-TZVPD.

## Properties
charge = +1
ΔE to the lowest compared entry with this formula, charge and spin = 12.6 kcal per mole
frontier orbital gap = 0.2196 hartree
electronic energy = -3807.3499 hartree
LUMO = -0.125 Ha

Each line ends with the Mulliken charge.
Cartesian coordinates (Å):
Ir: -0.156 -0.042 -2.479  2.268
F: -2.144 -0.010 3.979  -0.361
C: -0.876 -0.188 3.540  -0.088
C: -0.661 -0.260 2.196  -0.393
C: 0.634 -0.413 1.697  0.528
C: 0.839 -0.533 0.255  1.559
O: -0.177 -0.688 -0.464  -1.152
C: 2.191 -0.514 -0.184  -0.129
C: 3.177 -0.542 0.755  -0.309
N: 2.988 -0.568 2.094  0.239
C: 4.120 -0.718 2.981  -0.383
C: 4.278 -2.012 3.728  -0.400
C: 5.204 -1.672 2.598  -1.023
C: 1.703 -0.467 2.596  -0.626
C: 1.456 -0.424 3.974  -0.492
C: 0.173 -0.276 4.471  -1.016
N: -0.029 -0.267 5.874  0.251
C: -1.363 -0.353 6.461  -0.748
C: -1.200 -0.614 7.969  -0.740
N: 0.119 -1.299 8.174  -0.139
C: 1.253 -0.342 7.917  -0.745
C: 0.857 0.523 6.716  -0.719
C: 2.677 -0.593 -1.623  0.258
O: 3.812 -1.019 -1.797  -0.781
O: 1.898 -0.197 -2.554  -0.645
H: -1.486 -0.177 1.501  0.703
H: 4.202 -0.566 0.414  0.802
H: 4.402 0.200 3.484  0.480
H: 3.537 -2.781 3.553  0.228
H: 4.663 -1.973 4.738  0.301
H: 5.094 -2.223 1.675  0.358
H: 6.221 -1.393 2.830  0.257
H: 2.291 -0.511 4.654  0.730
H: -1.900 -1.177 5.999  0.519
H: -1.957 0.555 6.328  0.417
H: -1.998 -1.250 8.344  0.385
H: -1.185 0.300 8.557  0.350
H: 0.181 -2.044 7.477  0.375
H: 0.191 -1.715 9.101  0.339
H: 2.143 -0.937 7.720  0.438
H: 1.414 0.255 8.813  0.383
H: 1.745 0.830 6.175  0.478
H: 0.351 1.436 7.052  0.324
C: -4.905 0.447 -6.857  -1.055
C: -4.514 -0.302 -5.604  -0.287
O: -3.071 -0.409 -5.493  -0.310
P: -2.223 0.504 -4.538  1.122
S: -0.261 0.331 -4.771  -0.706
S: -2.505 0.112 -2.571  -0.669
O: -2.828 1.914 -4.932  -0.190
C: -2.390 3.203 -4.458  0.025
C: -1.236 3.767 -5.256  -1.102
H: -5.971 0.675 -6.821  0.344
H: -4.703 -0.146 -7.748  0.312
H: -4.348 1.379 -6.926  0.247
H: -4.870 -1.330 -5.621  0.387
H: -4.909 0.184 -4.710  0.301
H: -2.144 3.113 -3.405  -0.096
H: -3.268 3.839 -4.561  0.334
H: -0.307 3.239 -5.049  0.239
H: -1.105 4.817 -4.990  0.386
H: -1.444 3.704 -6.325  0.330
F: 0.327 7.053 -2.273  -0.331
C: 0.290 5.732 -2.077  0.620
C: 1.424 4.961 -2.271  0.085
F: 2.559 5.545 -2.660  -0.325
C: 1.382 3.597 -2.049  0.575
F: 2.496 2.884 -2.237  -0.326
C: 0.223 2.942 -1.616  -0.361
O: 0.221 1.649 -1.349  -0.430
C: -0.897 3.755 -1.424  -0.254
F: -2.043 3.201 -0.995  -0.437
C: -0.874 5.119 -1.656  0.546
F: -1.982 5.846 -1.473  -0.350
C: -2.146 -5.038 -1.978  -1.333
C: -1.136 -4.070 -2.494  0.747
C: 0.037 -4.253 -3.189  -1.174
C: 0.564 -2.971 -3.431  0.597
N: -0.257 -2.062 -2.903  -0.282
N: -1.276 -2.746 -2.341  0.553
C: 1.807 -2.628 -4.180  -1.159
H: -1.852 -6.053 -2.229  0.356
H: -3.127 -4.845 -2.414  0.308
H: -2.244 -4.961 -0.894  0.292
H: 0.465 -5.191 -3.502  0.497
H: -2.021 -2.227 -1.904  0.173
H: 2.092 -3.465 -4.816  0.427
H: 2.634 -2.407 -3.507  0.116
H: 1.654 -1.743 -4.791  0.180

[3]
An isolated molecule of C6H8S2 in a non-equilibrium geometry, computed with ωB97M-V/def2-TZVPD.

## Properties
ΔE to the lowest compared entry with this formula, charge and spin = 146.1 kcal per mole
frontier orbital gap = 0.3290 hartree
electronic energy = -1029.5582 hartree
LUMO = 0.023 Ha
SMILES string = SCC1=CS[C@@H]2C[C@@H]12

Each line ends with the natural charge from an NBO analysis.
Cartesian coordinates (Å):
C: -0.477 0.287 1.805  -0.576
C: -0.176 0.041 0.389  -0.060
C: -0.912 0.714 -0.599  -0.311
C: 0.513 -0.869 -1.726  -0.484
C: 1.539 -1.807 -1.234  -0.337
C: 0.412 -1.169 -0.197  -0.252
H: 0.671 2.284 1.565  0.148
H: -0.559 -0.940 2.051  0.248
H: -1.565 0.667 1.826  0.218
H: -1.672 1.406 -0.486  0.209
H: 1.142 0.007 -1.794  0.192
H: 1.050 -2.941 -1.353  0.229
H: 2.634 -1.464 -1.600  0.265
H: -0.382 -1.954 0.019  0.206
S: 0.542 1.425 2.758  -0.010
S: -0.962 -0.190 -2.186  0.314

[4]
An isolated molecule of C2HF3N2 in a non-equilibrium geometry, computed with ωB97M-V/def2-TZVPD.

## Properties
ΔE to the lowest compared entry with this formula, charge and spin = 7.1 kcal per mole
frontier orbital gap = 0.4443 hartree
electronic energy = -485.8961 hartree
LUMO = 0.019 Ha
SMILES string = N=C=NC(F)(F)F

Each line ends with the natural charge from an NBO analysis.
Cartesian coordinates (Å):
C: 1.095 -0.284 -0.122  0.711
C: -1.192 -0.045 0.160  1.068
N: 2.271 0.131 -0.001  -0.640
N: -0.083 -0.869 -0.085  -0.589
F: -1.234 0.313 1.448  -0.332
F: -1.116 1.117 -0.423  -0.316
F: -2.438 -0.536 -0.053  -0.309
H: 2.696 0.174 -0.926  0.407

[5]
A structure of composition C37H32ClN8NaO5, computed with ωB97M-V/def2-TZVPD.

## Properties
charge = -2
ΔE to the lowest compared entry with this formula, charge and spin = 13.3 kcal per mole
frontier orbital gap = 0.1941 hartree
electronic energy = -2866.0687 hartree
LUMO = 0.144 Ha

Each line ends with the Mulliken charge.
Cartesian coordinates (Å):
Na: 0.302 -0.496 -0.654  0.872
C: -1.641 -0.832 4.045  -1.990
C: -0.851 -0.185 2.940  -0.059
N: -1.197 -0.221 1.701  1.120
N: -2.428 -0.752 1.448  -0.656
C: -2.590 -1.073 0.166  -0.449
O: -1.717 -1.170 -0.717  -0.787
C: -4.028 -1.323 -0.228  0.672
C: -5.080 -1.146 0.668  -0.313
C: -6.391 -1.337 0.255  -0.657
C: -6.665 -1.691 -1.060  -0.435
C: -5.621 -1.854 -1.961  -0.544
C: -4.310 -1.677 -1.543  -0.266
C: 0.336 0.622 3.314  0.854
C: 0.799 0.604 4.636  -0.806
C: 1.863 1.408 5.003  -0.742
C: 2.456 2.210 4.044  -0.777
C: 1.949 2.156 2.753  -0.521
N: 0.918 1.401 2.389  0.726
H: -2.501 -1.333 3.612  0.454
H: -1.989 -0.093 4.774  0.348
H: -1.033 -1.566 4.581  0.332
H: -4.846 -0.851 1.682  0.420
H: -7.203 -1.195 0.959  0.366
H: -7.690 -1.821 -1.387  0.347
H: -5.826 -2.098 -2.995  0.370
H: -3.479 -1.787 -2.229  0.456
H: 0.326 -0.035 5.366  0.390
H: 2.227 1.398 6.024  0.363
H: 3.298 2.850 4.271  0.416
H: 2.402 2.753 1.968  0.444
O: -2.778 0.924 -5.097  -0.637
C: -3.683 1.131 -4.170  0.584
O: -4.874 1.088 -4.413  -0.660
C: -3.180 1.457 -2.803  -0.322
C: -3.970 1.776 -1.719  0.478
Cl: -5.673 1.836 -1.669  -0.180
N: -3.160 2.032 -0.654  0.635
N: -1.868 1.885 -1.017  -0.618
C: -1.858 1.534 -2.281  0.201
C: -0.512 1.219 -2.915  0.890
O: -0.491 1.109 -4.167  -0.917
O: 0.444 1.075 -2.135  -0.648
C: -3.406 2.397 0.710  1.092
C: -2.297 2.545 1.542  -0.135
C: -2.471 2.892 2.869  -0.440
C: -3.740 3.093 3.393  -0.725
C: -4.837 2.941 2.563  -0.830
C: -4.682 2.597 1.226  -0.806
H: -1.799 0.997 -4.729  0.450
H: -1.308 2.340 1.162  0.133
H: -1.593 2.982 3.498  0.384
H: -3.871 3.354 4.437  0.396
H: -5.839 3.083 2.949  0.352
H: -5.557 2.478 0.614  0.340
C: 2.123 -5.129 -3.206  -0.519
C: 2.964 -5.210 -2.102  -0.578
C: 3.029 -4.196 -1.162  -0.449
C: 2.241 -3.021 -1.275  0.355
C: 1.388 -2.970 -2.405  -0.348
C: 1.332 -3.988 -3.334  -0.696
N: 2.183 -2.020 -0.353  -0.436
C: 3.214 -1.821 0.523  -0.056
C: 2.918 -1.364 1.827  -0.381
C: 3.908 -1.063 2.743  -0.284
C: 5.254 -1.202 2.416  -0.676
C: 5.572 -1.650 1.137  -0.530
C: 4.588 -1.956 0.213  -0.176
H: 2.079 -5.926 -3.938  0.339
H: 3.582 -6.093 -1.961  0.317
H: 3.679 -4.311 -0.304  0.427
H: 0.763 -2.095 -2.544  0.476
H: 0.659 -3.886 -4.179  0.390
H: 1.873 -1.262 2.092  0.380
H: 3.621 -0.714 3.730  0.346
H: 6.032 -0.963 3.132  0.351
H: 6.614 -1.754 0.846  0.326
H: 4.868 -2.282 -0.781  0.516
N: 0.951 3.535 -0.488  -0.682
N: 2.245 2.910 -0.388  -0.448
H: 0.691 3.821 0.449  0.315
H: 0.261 2.847 -0.791  0.347
H: 2.133 1.948 -0.073  0.049
H: 2.591 2.842 -1.338  0.363

[6]
An isolated molecule of C10H14 in a non-equilibrium geometry, computed with ωB97M-V/def2-TZVPD.

## Properties
ΔE to the lowest compared entry with this formula, charge and spin = 58.2 kcal per mole
frontier orbital gap = 0.3752 hartree
electronic energy = -389.3230 hartree
LUMO = 0.038 Ha
SMILES string = C=C[C@@H]1C=CC(C)(C)C1=C

Each line ends with the natural charge from an NBO analysis.
Cartesian coordinates (Å):
C: -0.809 -1.361 -0.895  -0.178
C: 0.430 -1.461 -0.442  -0.158
C: -0.067 0.828 -0.610  0.089
C: 0.133 2.072 -0.967  -0.427
C: -2.517 -0.682 1.279  -0.417
C: -2.377 0.124 0.237  -0.145
C: -1.370 -0.049 -0.869  -0.359
C: 1.043 -0.115 -0.101  -0.150
C: 1.091 -0.007 1.451  -0.566
C: 2.473 0.218 -0.556  -0.599
H: -1.291 -2.250 -1.305  0.217
H: 1.016 -2.325 -0.474  0.204
H: 1.099 2.569 -0.734  0.201
H: -0.686 2.856 -1.295  0.207
H: -3.348 -0.664 2.027  0.209
H: -2.040 -1.663 1.268  0.197
H: -2.834 1.122 0.200  0.201
H: -1.826 0.167 -1.771  0.226
H: 1.105 0.939 1.786  0.202
H: 2.072 -0.581 1.836  0.191
H: 0.209 -0.371 1.841  0.211
H: 2.569 0.869 -1.385  0.221
H: 2.924 -0.775 -0.863  0.211
H: 2.999 0.538 0.342  0.213

[7]
A structure of composition C27H32N5O9SScSi in a non-equilibrium geometry, computed with ωB97M-V/def2-TZVPD.

## Properties
ΔE to the lowest compared entry with this formula, charge and spin = 13.7 kcal per mole
frontier orbital gap = 0.2531 hartree
electronic energy = -3447.3948 hartree
LUMO = -0.030 Ha

Each line ends with the Mulliken charge.
Cartesian coordinates (Å):
Sc: -0.277 0.420 -0.349  -0.297
C: 0.791 -0.854 2.784  -0.983
O: 0.382 -1.182 1.465  0.531
C: 0.620 -2.545 1.168  -0.792
C: -0.079 -2.895 -0.138  -0.481
O: 0.278 -1.943 -1.142  -0.125
C: -0.358 -2.294 -2.372  -0.371
H: 0.264 -1.485 3.510  0.358
H: 0.539 0.193 2.956  0.175
H: 1.873 -0.998 2.907  0.315
H: 0.216 -3.182 1.969  0.391
H: 1.705 -2.721 1.080  0.384
H: -1.169 -2.885 0.002  0.154
H: 0.235 -3.901 -0.455  0.559
H: -0.023 -3.288 -2.696  0.319
H: -0.074 -1.537 -3.098  -0.233
H: -1.445 -2.303 -2.252  0.269
N: 1.330 3.976 2.263  -0.014
C: 0.339 4.868 2.701  -0.077
C: 0.592 5.661 3.808  -0.623
C: -0.358 6.569 4.257  -0.670
C: -1.578 6.666 3.619  -0.661
C: -1.839 5.873 2.508  -0.705
C: -0.879 4.998 2.039  0.903
S: -1.190 4.031 0.556  -0.340
N: 0.109 3.008 0.473  -0.066
C: 1.124 3.065 1.254  0.780
C: 2.233 2.146 0.968  -0.107
C: 3.544 2.510 1.294  -0.877
C: 4.582 1.660 0.977  -0.616
C: 4.288 0.466 0.333  -0.967
C: 2.965 0.188 0.034  -0.703
N: 1.952 0.993 0.341  0.957
H: 1.998 3.720 2.975  0.294
H: 1.547 5.570 4.309  0.399
H: -0.131 7.191 5.110  0.396
H: -2.330 7.354 3.976  0.406
H: -2.785 5.938 1.996  0.423
H: 3.743 3.463 1.758  0.675
H: 5.602 1.924 1.215  0.456
H: 5.068 -0.225 0.060  0.464
H: 2.695 -0.726 -0.481  0.618
O: -3.087 -2.097 0.156  -0.716
C: -2.782 -0.913 0.211  -0.187
O: -2.042 -0.318 -0.649  -0.443
C: -3.248 -0.062 1.380  0.745
C: -4.499 -0.159 1.923  -0.306
C: -4.860 0.645 3.020  -0.795
C: -3.933 1.477 3.620  -0.315
C: -2.640 1.538 3.123  -1.187
C: -2.262 0.821 1.937  0.612
O: -1.120 0.970 1.411  1.192
N: -1.688 2.354 3.775  0.924
O: -2.084 3.234 4.517  -0.642
O: -0.494 2.144 3.580  -0.532
N: -6.195 0.588 3.524  1.040
O: -6.447 1.231 4.525  -0.643
O: -7.005 -0.089 2.923  -0.640
H: -5.233 -0.838 1.510  0.628
H: -4.203 2.068 4.484  0.653
C: -1.827 0.793 -4.504  -1.096
Si: -0.037 1.309 -4.076  0.614
C: 0.390 2.909 -5.051  -1.236
C: 1.204 -0.016 -4.727  -1.371
C: 0.088 1.618 -2.219  0.083
H: -1.906 0.321 -5.477  0.368
H: -2.472 1.666 -4.510  0.326
H: -2.217 0.109 -3.756  0.240
H: 0.268 2.784 -6.123  0.321
H: 1.420 3.208 -4.873  0.300
H: -0.245 3.734 -4.745  0.326
H: 1.902 0.421 -5.435  0.382
H: 0.698 -0.824 -5.248  0.392
H: 1.790 -0.456 -3.924  0.303
H: -0.672 2.404 -2.031  -0.005
H: 1.060 2.113 -2.051  0.144

[8]
A cluster of 2 separate species, C6H13N2 in total in a non-equilibrium geometry, computed with ωB97M-V/def2-TZVPD.

## Properties
ΔE to the lowest compared entry with this formula, charge and spin = 19.2 kcal per mole
spin multiplicity = 2
frontier orbital gap (spin up / spin down) = 0.2363 / 0.3642 hartree
electronic energy = -345.7890 hartree
LUMO (spin up / spin down) = 0.040 / 0.039 Ha

Each line ends with the natural charge from an NBO analysis.
Cartesian coordinates (Å):
C: -1.772 1.277 -0.212  -0.612
C: -1.786 0.134 -1.226  -0.246
C: -1.325 -2.046 -0.510  -0.077
N: -0.817 -0.913 -0.864  -0.385
H: -2.558 1.993 -0.455  0.211
H: -1.948 0.916 0.815  0.212
H: -0.780 1.796 -0.205  0.217
H: -1.527 0.493 -2.226  0.202
H: -2.819 -0.295 -1.287  0.158
H: -2.399 -2.256 -0.549  0.148
H: -0.658 -2.857 -0.173  0.173
C: 1.999 -0.444 0.258  -0.003
C: 3.044 -0.285 -0.562  -0.513
C: 0.706 0.689 2.008  -0.306
N: 1.616 0.637 1.112  -0.550
H: 1.315 -1.327 0.260  0.220
H: 3.605 0.656 -0.628  0.192
H: 3.331 -1.127 -1.267  0.212
H: 0.618 1.591 2.605  0.181
H: 0.014 -0.123 2.148  0.177
H: 2.141 1.491 0.959  0.388